The following is a quantum chemistry calculation of a cluster of 2 separate species, C2H3O2S2 in total in a non-equilibrium geometry, from OMol25.

```
9
C2H3O2S2, DFT ωB97M-V/def2-TZVPD
C -0.393 -0.106 0.523
C 0.887 0.015 -0.164
O -1.274 -0.009 -1.950
O -1.061 -1.431 0.241
S -0.115 1.445 3.360
S -1.724 -0.173 -0.571
H 1.638 -0.872 -0.177
H 0.584 0.227 -1.238
H 1.459 0.902 -0.023
```

Its spin multiplicity is 1. Its frontier orbital gap (alpha / beta) is 5.721 / 6.358 eV. Its total charge is -1. The energy relative to the best compared isomer or geometry (same formula, charge and spin) comes out at 6.226 eV. The value obtained for the energy is -1024.7054 Eh.